Entry 1:
Entry from the OMol25 dataset: a 7-piece molecular cluster, C14H42O7 overall at a distorted geometry (ωB97M-V/def2-TZVPD).

Its lowest unoccupied orbital energy (alpha / beta) is -0.09848 / -0.35458 Eh. As for the charge: +1. For the HOMO-LUMO gap (alpha / beta), the calculation gives 0.33598 / 0.07988 hartree. As for the HOMO energy (alpha / beta): -11.822 / -11.822 eV. The multiplicity is 2.

XYZ file:
```
63
Properties=species:S:1:pos:R:3:forces:R:3:mulliken_charge:R:1
O -3.5068 -2.4468 -4.9411 -0.3 -1.3 -0.7 -0.525
O 1.0490 0.4084 0.2867 0.7 -0.3 0.6 -0.431
O 3.3174 -3.0982 2.1603 0.2 -0.2 -0.7 -0.484
O -1.8044 -1.4849 1.6414 1.4 1.4 0.3 -0.457
O 4.8836 -1.9750 -1.9810 1.5 0.8 -0.4 -0.523
O -0.5176 -0.2425 3.9149 0.0 -0.1 0.7 -0.087
O 0.6444 6.9906 -2.1224 -0.8 0.1 0.3 -0.524
C -3.0461 -1.9777 2.1524 0.4 0.4 -0.2 -0.353
C -0.0590 1.1857 -0.0127 -1.3 1.0 -1.0 -0.101
C -0.5028 1.1159 -1.4807 0.5 0.8 0.4 -1.293
C 3.7930 -2.7949 -1.7705 0.1 -1.5 0.1 -0.669
C 0.4036 4.6094 -2.8366 -0.2 1.7 -0.7 -0.821
C -1.6805 1.7258 3.5317 -3.3 1.6 -1.5 -1.038
C -3.7683 -0.9815 -3.0969 -1.4 -0.8 0.0 -0.846
C 3.2439 -0.7044 2.4995 0.3 -1.1 0.9 -0.772
C 2.6622 -1.9915 -1.2329 -0.8 -0.6 -0.7 -0.231
C 3.6288 -2.1161 3.1077 -0.9 1.3 0.0 -0.276
C 1.3085 5.9489 -2.7744 0.1 -2.2 0.3 -0.306
C -4.5050 -1.7554 -4.2384 1.5 2.1 0.2 -0.398
C -0.3389 1.0492 3.6016 2.9 1.9 2.4 0.228
C -2.8108 -2.8226 3.3587 -0.6 -0.6 -0.3 -0.933
H 2.2981 -0.7641 1.9610 -0.1 -0.2 0.2 0.048
H 3.9941 -3.6951 -1.1896 0.4 0.1 0.7 0.352
H -3.2020 -1.6948 -2.4981 -0.3 0.1 0.4 0.234
H 0.7640 -0.5033 0.1907 0.3 -0.3 -0.2 0.159
H 1.6695 6.2471 -3.7587 -0.6 -0.1 -0.4 0.279
H 0.3025 1.4173 -2.1506 0.6 -0.8 0.1 0.328
H -2.4904 -3.8173 3.0488 0.3 0.0 0.3 0.350
H 0.2562 1.2513 2.7110 -0.3 -0.5 -0.8 0.109
H -5.0209 -0.9650 -4.7836 0.2 0.1 -0.8 0.256
H -3.0576 -0.2212 -3.4209 -0.2 -0.1 -0.6 0.292
H 0.7815 3.8764 -3.5493 0.5 0.0 0.3 0.370
H -1.1244 1.9838 -1.7010 -1.0 -0.5 0.3 0.489
H -5.3441 -2.4105 -4.0041 0.6 -0.4 0.7 0.338
H 1.7972 -2.6545 -1.2162 -0.4 0.1 0.1 0.348
H -3.5231 -2.4985 1.3221 -0.5 0.1 0.3 0.327
H 2.2379 5.7087 -2.2580 0.1 -0.2 0.4 0.288
H -0.9284 0.1359 -1.6963 -0.1 0.3 -0.4 0.268
H -2.0772 -2.3245 3.9925 -0.2 -0.3 0.3 0.226
H 0.0747 4.1268 -1.9163 0.9 0.2 0.5 0.034
H 2.5236 -1.2403 -2.0104 -0.4 0.5 0.6 0.304
H -0.8569 -0.6207 3.1004 -0.9 -2.0 -2.1 0.344
H 3.9809 -0.3887 1.7610 0.1 0.1 0.1 0.356
H 5.5129 -1.9367 -1.2570 -0.2 -0.2 0.1 0.306
H 3.5789 -3.2652 -2.7302 -0.5 0.4 -0.3 0.369
H 4.6808 -2.1753 3.3869 0.1 0.2 0.1 0.260
H 1.2595 7.6709 -1.8390 0.1 -0.1 -0.1 0.311
H -3.7726 -2.9555 3.8540 0.2 0.0 0.4 0.355
H -4.5696 -0.4616 -2.5717 0.3 0.0 0.7 0.342
H -3.5444 -1.0550 2.4498 -0.5 -0.2 -0.4 0.265
H -2.9008 -1.8967 -5.4429 -0.3 0.4 0.1 0.313
H 0.1847 1.4662 4.4618 0.1 0.2 0.1 0.386
H 3.7725 -2.7545 1.3881 -0.1 -0.6 -0.6 0.247
H -0.5767 4.8425 -3.2522 0.0 0.6 -0.3 0.364
H -1.9556 1.7357 2.4770 -0.4 -0.7 0.0 0.275
H 2.8334 -1.6165 -0.2239 0.1 0.3 -0.3 -0.241
H 3.0216 -2.3846 3.9721 0.1 0.4 0.2 0.311
H -2.4988 1.3654 4.1551 0.4 -0.7 -0.1 0.368
H -1.7521 2.7946 3.7334 1.4 0.1 0.5 0.363
H 0.1242 2.2363 0.2128 0.6 0.0 0.2 0.483
H 3.1543 0.0456 3.2853 0.2 0.2 -0.1 0.407
H -0.8931 0.8990 0.6277 -0.4 -0.2 0.1 -0.040
H -1.1093 -2.1463 1.6111 -0.2 -0.7 -0.2 0.296
```
Positions in Å, forces in eV/Å.

Entry 2:
Entry from the OMol25 dataset: a 7-piece molecular cluster, C14H42O7 overall at a distorted geometry (ωB97M-V/def2-TZVPD).

Its lowest unoccupied orbital energy (alpha / beta) is -0.09839 / -0.34441 Eh. As for the charge: +1. For the HOMO-LUMO gap (alpha / beta), the calculation gives 0.34912 / 0.10310 hartree. As for the HOMO energy (alpha / beta): -12.177 / -12.177 eV. The multiplicity is 2.

XYZ file:
```
63
Properties=species:S:1:pos:R:3:forces:R:3:mulliken_charge:R:1
O 0.1258 4.0613 0.0625 -0.6 -0.1 0.0 -0.513
O 0.6042 -3.0560 4.2485 0.5 0.0 -0.4 -0.511
O 3.3893 -4.6981 -2.8021 -0.2 -0.1 0.5 -0.525
O 0.1500 1.3959 -0.8432 0.4 0.0 -1.3 -0.539
O 1.0115 0.4652 -3.3362 -1.3 0.3 -1.5 -0.053
O 1.9272 3.1220 2.2238 -0.8 -0.3 -0.6 -0.420
O -3.7533 -4.8888 0.7160 0.5 0.1 0.0 -0.527
C -0.2553 0.3983 -5.3378 -0.1 1.0 0.3 -1.329
C 2.5777 -4.3873 -1.6623 0.3 1.2 -0.3 -0.319
C 1.2017 -4.0307 -2.2121 0.0 -0.9 0.4 -0.624
C 0.7270 -1.6584 4.1235 0.8 0.7 0.6 0.177
C 3.4142 4.9380 2.6796 -0.1 -0.1 0.5 -0.970
C -0.0674 -0.9236 -0.5732 -0.1 -0.5 1.0 -1.246
C -3.1325 -3.1316 -0.8640 -0.4 -0.1 0.9 -0.706
C -2.0008 3.8714 -1.2260 0.5 0.9 1.2 -0.926
C -1.1515 4.6937 -0.2085 -0.3 -0.1 -0.8 -0.345
C -3.9270 -3.5140 0.4192 0.0 -0.1 -1.5 -0.324
C 0.0142 -0.9441 5.2404 -1.1 -0.5 -0.8 -1.076
C -0.2505 0.8573 -3.8763 1.3 -2.2 -2.3 0.202
C -0.2752 0.4332 0.1069 0.2 -0.7 -1.0 -0.081
C 2.1859 4.1441 3.1550 1.3 0.4 0.0 -0.224
H 0.4112 -1.2502 3.1634 -0.5 -0.3 -0.3 -0.102
H 0.9444 0.6497 -2.3965 0.0 0.6 2.7 0.434
H -0.7840 -1.1804 -1.3534 -0.1 0.4 -0.1 0.210
H 0.3547 0.5791 0.9845 -0.4 -0.4 0.3 0.297
H 0.0595 0.1287 5.0527 0.1 0.1 0.6 0.322
H -0.1784 -1.7347 0.1465 -0.1 0.0 0.2 0.467
H -1.6909 4.8672 0.7226 0.1 -0.2 0.0 0.287
H 0.8091 4.6471 -0.2718 0.2 -0.1 0.0 0.267
H 2.6551 -5.1499 -0.8873 -0.6 -0.4 -0.3 0.361
H 0.4396 -3.8821 -1.4471 0.1 -0.1 0.2 0.131
H -3.5195 -3.5672 -1.7851 0.1 -0.4 0.2 0.401
H -3.5710 -2.8671 1.2210 -0.2 0.0 0.2 0.248
H -4.9941 -3.3948 0.2317 -0.1 0.7 0.1 0.313
H 0.9073 -4.8842 -2.8228 -0.3 0.2 -0.2 0.383
H 1.2354 -3.1164 -2.8046 0.2 -0.1 -0.2 0.083
H 3.8433 5.5489 3.4739 0.1 -0.1 0.1 0.361
H 2.4014 3.5922 4.0699 -0.1 0.5 0.3 0.273
H -2.3127 2.9215 -0.7919 0.3 -0.2 -0.2 0.285
H 3.1758 5.6443 1.8844 -0.1 -0.2 -0.2 0.253
H -3.1897 -2.0532 -1.0121 0.0 0.2 0.2 0.240
H -2.0894 -3.3864 -0.6765 0.0 -0.2 -0.3 0.035
H -2.9283 4.4091 -1.4231 0.1 0.1 -0.2 0.421
H -1.3353 0.6292 0.2673 0.0 -0.3 0.6 0.290
H -0.2909 1.9445 -3.8102 0.0 0.7 0.5 0.275
H -4.3488 -5.0881 1.4422 0.0 -0.2 0.1 0.316
H 2.9769 -3.4945 -1.1809 0.2 0.3 0.1 0.228
H 1.3563 4.8411 3.2734 -0.3 -0.3 0.2 0.257
H 0.6187 0.8371 -5.8190 0.0 -0.2 -0.2 0.361
H -0.9305 5.6615 -0.6587 -0.2 0.1 0.1 0.381
H -1.0183 -1.2565 5.0842 -0.5 0.3 0.4 0.295
H -1.3995 3.7968 -2.1321 -0.3 -0.4 -0.1 0.109
H -0.2583 -0.6851 -5.4574 0.0 0.1 0.2 0.371
H 1.3535 3.5120 1.5601 -0.2 -0.2 -0.2 0.279
H 4.1552 4.2198 2.3286 0.1 0.2 0.0 0.272
H 0.9469 -1.0797 -0.9405 0.2 0.3 -0.1 0.401
H 1.7678 -1.3392 4.1794 0.4 -0.8 0.0 0.301
H -1.1304 0.8311 -5.8225 -0.1 -0.2 0.0 0.389
H -0.3189 -3.2816 4.3849 -0.1 0.1 0.0 0.316
H 0.2838 -1.3066 6.2324 0.4 0.4 -0.1 0.293
H 4.1942 -5.0886 -2.4540 0.2 -0.1 -0.2 0.301
H -0.0402 2.2605 -0.4720 0.4 0.8 -0.1 0.122
H -1.0760 0.4170 -3.3171 0.0 0.2 0.9 0.352
```
Positions in Å, forces in eV/Å.

Entry 3:
Entry from the OMol25 dataset: a 6-piece molecular cluster, C14H43N3O6 overall at a distorted geometry (ωB97M-V/def2-TZVPD).

As for the SMILES: COC[C@H](C)N.COC[C@H](C)N.COC[C@H](C)N.CO.CO.O. Its lowest unoccupied orbital energy is 0.01271 Eh. As for the charge: 0. For the HOMO-LUMO gap, the calculation gives 0.34637 hartree. As for the HOMO energy: -9.079 eV.

XYZ file:
```
66
Properties=species:S:1:pos:R:3:forces:R:3:mulliken_charge:R:1
O -0.0961 -3.1971 -5.9874 0.3 -0.3 1.0 -0.509
O 2.4472 -0.8864 0.1378 -0.1 -0.2 0.2 -0.645
O -1.6949 -4.5908 2.2485 1.1 -1.1 -0.4 -0.496
O 1.6905 5.4213 4.2639 -0.2 -0.2 -0.1 -0.290
O 4.2467 2.8174 -5.1166 -1.5 0.5 -0.6 -0.353
O -4.9797 -2.6861 0.5189 -1.3 -1.0 0.6 -0.237
N -6.2294 -4.7941 1.7988 0.6 -2.0 1.0 -0.764
N 4.3920 2.2514 -2.1235 0.3 -0.5 -0.7 -0.605
N 0.5800 2.1866 5.9908 1.3 0.7 0.4 -0.711
C 1.4969 6.8187 4.3722 0.9 0.2 -0.7 -0.781
C 5.4720 2.0661 -3.0717 -0.1 -0.1 -1.7 0.563
C -0.6463 -5.4000 1.5719 -1.2 1.3 0.7 -0.461
C 3.8065 2.6478 -6.5340 2.3 -0.2 1.2 -0.712
C 1.1037 3.1212 4.9541 -1.1 -0.4 -0.2 0.487
C 0.2689 2.8077 3.7119 0.0 0.7 -0.4 -1.410
C 1.1800 -2.8925 -5.3406 -0.7 0.6 -2.1 -0.402
C 4.9191 1.7208 -4.4764 -0.5 0.7 -0.8 -0.820
C 6.4144 0.9761 -2.6891 -0.4 -0.7 0.1 -1.361
C -6.9193 -4.1514 0.7724 0.3 2.9 -2.3 0.389
C -4.4027 -1.4773 0.1843 0.2 0.8 0.2 -0.780
C -6.3823 -2.6141 0.7357 -1.9 -2.7 -0.2 -0.802
C 1.1316 4.6401 5.3192 -0.2 0.1 -0.4 -0.611
C -8.4003 -4.3924 0.8808 -0.3 2.4 0.6 -1.356
H -8.7714 -5.3922 1.1062 0.5 -0.1 -0.5 0.363
H 0.0803 1.7431 3.5735 0.5 0.0 0.2 0.411
H 7.2535 1.0539 -3.3805 0.4 -0.2 0.6 0.388
H 0.0102 -2.7806 -6.8458 -0.3 -0.1 -0.1 0.302
H 2.1177 2.8268 4.6832 0.2 -0.1 0.5 0.276
H 0.7826 3.2051 2.8365 -0.2 0.0 -0.1 0.324
H 5.9542 -0.0036 -2.8180 0.0 -0.1 0.1 0.288
H 6.1456 2.9148 -3.1895 -0.4 0.8 -0.1 0.219
H 6.6227 1.0979 -1.6261 0.7 -0.1 -0.1 0.360
H 0.1242 5.0171 5.4958 -0.4 -0.2 0.1 0.299
H 3.3238 1.7110 -6.8123 -0.4 -0.1 0.7 0.264
H -8.8343 -3.8954 0.0132 -0.5 -0.6 -0.2 0.335
H -8.7076 -3.7689 1.7203 -0.4 -0.1 0.3 0.291
H 1.9217 -3.4564 -5.9062 0.4 -0.2 0.7 0.243
H 2.9905 -0.0984 0.1295 0.2 0.2 0.0 0.324
H 1.3071 -1.8537 -5.6453 0.7 0.3 0.8 0.140
H -6.6456 -4.6180 -0.1739 0.3 0.4 -0.7 0.362
H -1.0805 -5.9500 0.7369 0.1 0.0 0.0 0.242
H 1.2180 -3.0207 -4.2588 -0.4 -0.2 -0.3 0.227
H -0.3623 2.3479 6.3165 -0.3 0.4 -0.5 0.231
H 4.7566 2.6313 -7.0679 0.1 0.0 -0.4 0.303
H 1.9997 7.2686 3.5161 -0.1 -0.2 -0.3 0.262
H -2.0493 -3.9556 1.6219 0.1 0.0 -0.2 0.275
H 1.1374 2.2818 6.8278 0.2 -0.2 0.2 0.245
H 4.2003 0.9043 -4.4075 0.1 -0.4 0.2 0.333
H 4.7697 2.6936 -1.2978 -0.5 0.4 0.0 0.250
H 3.7306 2.8110 -2.6426 -0.4 0.5 0.7 0.238
H 0.1451 -4.7283 1.2395 0.1 -0.1 -0.1 0.226
H 3.2641 3.5099 -6.9223 -0.2 0.0 0.8 0.279
H 5.7293 1.4549 -5.1554 0.4 -0.4 0.2 0.379
H -0.7227 3.2579 3.7590 -0.1 0.3 0.1 0.322
H -3.3212 -1.5574 0.2938 0.0 -0.1 -0.2 0.198
H -6.1796 -5.6114 1.2075 1.0 -1.6 1.7 0.288
H 0.4690 7.1769 4.3155 -0.3 -0.4 0.4 0.320
H 2.0930 -0.9430 -0.7497 -0.1 0.0 -0.2 0.309
H -4.6815 -1.1995 -0.8321 0.1 0.3 -0.1 0.292
H 2.0401 7.2810 5.1964 -0.3 -0.3 0.6 0.304
H -4.7235 -0.7151 0.8944 -0.1 0.4 -0.1 0.367
H -5.2778 -4.4692 1.8932 0.2 0.1 -0.1 0.311
H 1.7079 4.8494 6.2204 0.1 -0.3 0.3 0.322
H -6.9487 -2.0468 -0.0029 0.4 0.2 -0.5 0.394
H -6.7545 -2.2810 1.7045 0.9 0.6 0.5 0.358
H -0.2328 -6.0861 2.3110 -0.2 0.1 0.0 0.207
```
Positions in Å, forces in eV/Å.

Entry 4:
Entry from the OMol25 dataset: a 7-piece molecular cluster, C14H43NO12 overall at a distorted geometry (ωB97M-V/def2-TZVPD).

As for the SMILES: COC[C@H](C)N.OCCO.OCCO.OCCO.OCCO.OCCO.O. Its lowest unoccupied orbital energy is 0.00553 Eh. As for the charge: 0. For the HOMO-LUMO gap, the calculation gives 0.34762 hartree. As for the HOMO energy: -9.309 eV.

XYZ file:
```
70
Properties=species:S:1:pos:R:3:forces:R:3:mulliken_charge:R:1
O 3.1045 -2.0709 -2.2813 0.5 0.3 1.2 -0.558
O -0.6003 -0.9032 0.0987 -0.5 0.0 -1.0 -0.285
O 3.0452 1.1140 3.8133 0.5 -0.2 -0.3 -0.531
O -2.4972 -4.1491 0.1693 0.6 -1.5 2.5 -0.549
O -2.2132 -2.2513 -1.7580 -0.1 -0.9 0.1 -0.510
O 0.3437 -3.2702 1.1233 0.0 0.5 0.7 -0.588
O -3.0285 1.1702 3.4220 -1.0 1.3 0.9 -0.580
O 5.4466 -3.6279 -1.0328 -0.7 -0.4 -0.2 -0.529
O -5.6279 -1.7111 -3.0697 0.5 -0.5 0.6 -0.511
O 0.6710 0.5023 1.9832 -1.0 0.9 0.3 -0.414
O -4.0300 0.5746 0.6020 0.5 -0.9 -0.1 -0.475
O 1.2852 3.5958 -1.0828 0.6 0.3 0.1 -0.351
N 0.5956 6.3328 -2.0956 -1.1 -0.1 -0.6 -0.837
C 1.6625 5.9804 -1.1795 0.1 0.2 0.4 0.549
C 2.0739 7.2249 -0.3744 -0.1 -0.3 0.0 -1.418
C -3.3144 -1.6861 -2.4036 -0.6 1.5 -1.3 -0.231
C 1.2060 4.7757 -0.2801 0.7 0.7 -2.0 -0.789
C 1.8982 -0.1663 2.0960 0.1 0.5 -0.2 0.422
C -1.3051 -4.9756 0.4177 -0.5 1.3 -2.3 -0.574
C -0.0508 -4.1162 0.0622 -0.6 -1.4 0.4 -0.252
C 0.3365 2.6125 -0.7762 -0.7 0.0 0.2 -0.711
C -3.5222 -0.3515 1.5936 -0.9 0.1 0.3 0.328
C 2.9995 0.8442 2.4062 0.5 -0.5 0.0 -0.556
C -4.6792 -2.3011 -2.1762 0.5 -0.9 0.8 -0.579
C -2.5224 0.3204 2.4624 1.2 -0.6 -0.3 -0.839
C 3.3211 -2.3776 -0.8726 -0.1 -1.8 -1.6 0.605
C 4.0527 -3.7087 -0.7373 0.6 0.4 0.8 -0.690
H 0.4353 5.5311 -2.6887 -0.4 -0.7 0.2 0.259
H -0.3359 -1.7350 0.4918 0.2 -0.4 0.4 0.241
H 2.2563 1.5490 4.1450 -0.1 0.1 -0.3 0.336
H 2.4800 5.7275 -1.8547 0.7 -0.7 0.8 0.334
H -0.2578 -0.2367 0.6942 0.0 0.4 0.3 0.037
H -3.1957 -1.7441 -3.4855 0.3 -0.1 -0.2 0.303
H -4.3741 -0.6755 2.1914 -0.1 -0.1 0.2 0.253
H 0.6259 1.6480 -1.1936 0.1 0.2 -0.1 0.292
H 0.1739 2.4785 0.2932 0.3 0.0 0.3 0.274
H 0.9400 6.9534 -2.8141 0.2 0.7 0.2 0.250
H 3.9223 -1.6101 -0.3850 -0.5 0.2 -0.2 0.251
H 2.9663 1.7558 1.8095 -0.8 0.2 0.0 0.179
H 0.5747 1.1073 2.7224 -0.3 0.0 0.1 0.216
H -0.2886 -3.4236 -0.7452 0.1 -0.5 -0.3 0.201
H -6.2346 -2.4292 -3.2646 -0.3 0.2 -0.2 0.320
H 3.9741 0.4672 2.0961 0.1 -0.4 0.6 0.349
H -4.9818 -2.3339 -1.1296 -0.3 0.9 0.2 0.301
H -2.3981 -3.6532 -0.6467 0.4 0.3 -0.5 0.330
H -3.3029 1.9595 2.9493 -0.2 0.3 0.4 0.380
H -3.0402 -1.2536 1.2168 -0.2 0.3 -0.9 -0.014
H -1.9002 0.9179 1.7961 0.6 -0.3 -0.2 0.376
H -4.0178 1.4457 1.0053 -0.2 0.1 -0.1 0.260
H 1.7938 -0.8681 2.9235 0.5 -0.4 0.0 0.260
H -1.9281 -0.3972 3.0280 0.2 -0.2 -0.4 0.375
H -1.7847 -1.5375 -1.2800 0.4 0.2 0.6 0.219
H 0.1595 4.9521 -0.0316 0.0 0.2 0.5 0.467
H 2.3635 -2.6432 -0.4249 -0.3 1.0 0.4 -0.310
H 5.4830 -3.8258 -1.9715 0.5 0.2 -0.1 0.315
H 1.9286 -0.6689 1.1293 0.8 -0.2 0.1 -0.288
H 1.4000 7.4613 0.4491 -0.2 -0.2 0.1 0.308
H -0.6305 2.9125 -1.1798 -0.3 -0.1 -0.2 0.398
H 3.9510 -4.0287 0.2997 0.2 0.1 0.3 0.275
H -1.4654 -5.8371 -0.2306 0.7 0.0 -0.7 0.332
H 1.8905 4.6975 0.5645 -0.2 -0.1 0.3 0.264
H 2.6602 -2.8422 -2.6410 -0.2 0.0 -0.2 0.342
H 0.7597 -4.8003 -0.1894 0.2 0.1 -0.3 0.373
H -4.5501 -3.3728 -2.3276 -0.1 -0.3 -0.7 0.338
H -3.2992 -0.6182 -2.1855 -0.5 0.1 0.1 0.327
H 2.0478 8.1057 -1.0159 0.2 0.0 -0.1 0.384
H 3.5656 -4.5104 -1.2924 -0.1 0.0 -0.4 0.380
H -1.1666 -5.5112 1.3569 -0.7 1.1 0.8 0.356
H 3.0787 7.1097 0.0320 0.0 0.0 0.0 0.351
H 1.0708 -3.6043 1.6536 -0.1 -0.3 -0.1 0.259
```
Positions in Å, forces in eV/Å.

It is found that the molar mass values, taken in the order of the records, are 322.5, 322.5, 349.5, 417.5 u.
It is found that the relative energy (zero: lowest compared OMol25 entry of this formula, charge and spin) values, taken in the order of the records, are 2.618, 0.905, 3.943, 2.010 eV.